(1)
The following is a quantum chemistry calculation of a molecular structure, C38H40AsNO4STi, from OMol25.

XYZ file:
```
86
C38H40AsNO4STi, DFT the ωB97M-V functional and the def2-TZVPD basis
As 1.8025 -0.5506 0.2088
Ti -0.4751 0.3550 -0.9631
S -2.2075 -1.9916 0.7985
O 1.0482 1.6961 -1.7752
O -0.3560 -0.0429 -3.0285
O -2.4307 0.8373 -1.7408
O -0.9464 2.3247 -0.2846
N -1.1862 -1.4124 -0.3610
C 4.2375 -0.0125 -0.9089
C 1.7380 -1.8555 2.7932
C -0.1988 3.4643 -0.8073
C -4.3819 -0.2576 1.1221
C 1.2613 -3.2849 0.9100
C 1.1835 -4.1735 3.1407
C -0.9995 0.6692 3.5988
C 4.9928 1.9382 0.5648
C 1.5306 -2.9299 3.6490
C 1.2982 1.6816 -3.1969
C 1.6004 -2.0336 1.4229
C 5.3765 -1.0892 -2.7341
C 5.3306 -0.0966 -1.7639
C -1.2833 -0.0308 4.7696
C 4.3436 -2.0108 -2.8600
C -4.4949 -1.9511 -0.6101
C 0.9306 0.2831 -3.6313
C -1.7793 -1.1994 2.3224
C 2.6647 1.6070 2.0757
C -2.0469 -1.9133 3.4800
C 3.2400 -1.9337 -2.0199
C -5.6542 0.1722 0.7693
C -1.4999 0.2903 -3.8628
C -1.2477 0.0823 2.3718
C 2.9212 0.7970 0.9785
C 3.1914 -0.9334 -1.0604
C 1.1918 2.9592 -1.0903
C -2.3799 2.5722 -0.1983
C -1.7981 -1.3161 4.7103
C -6.3369 -0.4436 -0.2731
C -3.0120 2.1303 -1.4986
C 3.5884 2.5833 2.4245
C -3.8056 -1.2998 0.4085
C -2.7197 0.1634 -2.9829
C 1.0530 -4.3541 1.7685
C 4.7421 2.7470 1.6654
C -5.7613 -1.5086 -0.9577
C 4.0838 0.9473 0.2105
H 1.7636 1.4799 2.6652
H 1.2128 -3.4550 -0.1623
H 1.7565 3.6652 -1.6978
H 2.4449 -2.6651 -2.1169
H -1.0071 0.6329 1.4662
H -2.0079 -1.8616 5.6205
H -2.7815 2.8046 -2.3271
H -4.0940 2.0403 -1.3942
H 6.1611 0.5904 -1.6665
H -1.3804 1.3102 -4.2359
H -2.7440 1.9610 0.6254
H 2.0344 -0.8968 3.2009
H 6.2379 -1.1598 -3.3847
H -4.0608 -2.8123 -1.1069
H 1.6619 -2.7978 4.7152
H 0.8683 0.1876 -4.7140
H -2.4466 -2.9193 3.4301
H -7.3377 -0.1197 -0.5268
H 1.6417 -0.4418 -3.2427
H -3.6018 0.5892 -3.4590
H 1.7440 2.7601 -0.1726
H 2.3516 1.8874 -3.3894
H -0.1988 4.2589 -0.0621
H 3.4181 3.2093 3.2900
H -2.9162 -0.8751 -2.7263
H -0.5802 -2.2027 -0.5787
H 5.9061 2.0761 0.0010
H -6.3147 -2.0181 -1.7353
H -0.5913 1.6703 3.6516
H 0.8161 -5.3311 1.3684
H -2.5616 3.6213 0.0269
H -3.8740 0.1816 1.9714
H -1.0958 0.4298 5.7305
H 0.6848 2.4444 -3.6838
H 1.0356 -5.0101 3.8108
H -6.1285 0.9655 1.3323
H -1.5394 -0.4007 -4.7043
H -0.6933 3.8150 -1.7157
H 5.4606 3.5066 1.9433
H 4.4067 -2.7962 -3.6012
```

The expectation value of S² is 0.75. The HOMO energy (alpha / beta) is -0.5764 / -0.5764 hartree. Its total charge is +3. The orbital gap (alpha / beta) comes out at 0.250 / 0.266 Ha. As for the spin multiplicity: 2. As for the molar mass: 729.60 g mol⁻¹.

Löwdin atomic charge list, values in e, 6 entries: atom 1 (As): 1.373, atom 2 (Ti): 1.011, atom 3 (S): 1.179, atom 4 (O): -0.287, atom 5 (O): -0.244, atom 6 (O): -0.255



(2)
The following is a quantum chemistry calculation of a molecular structure, C38H40BrClFN7O10RuS2, from OMol25.

XYZ file:
```
101
C38H40BrClFN7O10RuS2, DFT the ωB97M-V functional and the def2-TZVPD basis
Ru 1.4965 1.1970 0.3553
Br -0.0940 3.0978 -1.6567
Cl -8.3980 2.0293 2.1110
S 0.8273 2.7438 2.7297
S 2.1144 1.1598 2.6224
F 2.5864 -4.8542 2.0678
O 3.5316 0.6916 0.2343
O -2.5953 -2.7423 -2.4650
O 1.6074 3.9576 2.5840
O 5.3992 -0.1163 1.6871
O 1.7675 -1.2278 -0.0025
O 0.0128 2.6668 3.9155
O 0.8080 -6.4905 0.6299
O 0.0585 2.4059 1.4566
O 1.9740 0.0964 -1.7756
O 1.6288 -4.1492 -3.1618
N -1.5464 -1.4940 1.4065
N -1.3411 -1.8543 0.1070
N 3.9559 2.9608 -0.1778
N 2.6409 -3.4109 -1.2377
N -0.5360 0.1470 0.2603
N 1.3401 -5.3355 -1.2527
N 2.6184 3.0993 -0.4171
C -1.0431 -0.2842 1.4515
C 2.9512 -2.1105 -1.8266
C 0.6367 4.4168 -0.4957
C -0.3261 7.9498 2.6779
C -0.6451 6.9014 1.8305
C 1.3985 7.2452 0.6268
C -4.1587 -0.9144 -1.0144
C 5.8086 1.4337 -0.1130
C 8.5165 1.3495 0.5560
C 1.7175 8.2985 1.4713
C -0.1618 5.3825 -0.0530
C 0.2237 6.5187 0.8104
C 6.7506 2.1511 -0.8426
C 4.3357 1.5831 -0.4547
C -4.0660 -2.3611 -0.5153
C -5.9341 0.9504 1.7767
C -6.4728 0.0812 -0.7986
C 2.0362 4.1913 -0.1203
C 1.4284 -5.5832 0.1166
C -2.2699 -5.6215 -1.7163
C -4.9660 0.2800 1.0463
C 0.8595 8.6505 2.5038
C -5.2199 -0.1638 -0.2498
C 2.8622 -3.6239 0.1094
C 7.6016 0.6085 1.2825
C -0.7346 -0.8782 -0.5491
C 6.2439 0.6362 0.9565
C 8.0997 2.1209 -0.5245
C -4.0165 -5.2442 0.0303
C -7.1731 1.1815 1.2022
C -4.5284 -4.8408 -2.3750
C -1.6764 -3.1818 -0.3745
C 2.3251 -4.6509 0.7687
C 2.1838 -0.9829 -1.1585
C 1.8626 -4.2782 -1.9764
C -7.4552 0.7526 -0.0815
C -2.9775 -3.2396 -1.1761
C -3.4447 -4.7253 -1.2947
H 7.9099 0.0004 2.1242
H 4.1967 1.4733 -1.5386
H -0.4652 -0.9306 -1.5920
H 2.6891 -2.1568 -2.8783
H 2.5676 4.9845 0.3940
H -1.2164 5.2989 -0.2891
H -0.8583 -3.5093 -1.0143
H -8.4268 0.9472 -0.5153
H -5.7281 1.2979 2.7799
H -1.7294 -3.8242 0.4996
H 9.5631 1.3252 0.8366
H -4.9709 -5.8380 -2.3403
H 0.7627 -5.9722 -1.7825
H -5.3382 -4.1197 -2.2368
H -1.5850 -5.8190 -0.8881
H -5.0477 -2.8161 -0.6586
H -3.2044 -0.4021 -0.8969
H 1.1161 9.4650 3.1692
H -1.7148 -5.1662 -2.5400
H 2.0540 7.0057 -0.2013
H 3.5184 -2.9228 0.6049
H 8.8142 2.6897 -1.1057
H -4.4013 -0.8985 -2.0787
H -1.5601 6.3409 1.9833
H -3.3356 -5.0863 0.8684
H -4.9695 -4.7752 0.2779
H -1.0005 8.2140 3.4823
H 4.4904 0.0915 1.3306
H 6.4029 2.7483 -1.6795
H 4.0178 -1.8943 -1.7342
H -3.3672 -2.7244 -3.0393
H 2.6432 8.8404 1.3247
H -1.0280 0.3206 2.3441
H -4.1860 -6.3201 -0.0508
H 4.2817 3.3379 0.7078
H -2.6520 -6.5848 -2.0622
H -3.8821 -2.3443 0.5615
H -3.9917 0.1042 1.4897
H -4.1092 -4.7070 -3.3751
H -6.6887 -0.2509 -1.8084
```

The expectation value of S² is 0.85. The HOMO energy (alpha / beta) is -0.2003 / -0.2016 hartree. Its total charge is -1. The orbital gap (alpha / beta) comes out at 0.255 / 0.268 Ha. As for the spin multiplicity: 2. As for the molar mass: 1054.34 g mol⁻¹.

Löwdin atomic charge list, values in e, 6 entries: atom 1 (Ru): 1.164, atom 2 (Br): 0.790, atom 3 (Cl): 0.637, atom 4 (S): 0.110, atom 5 (S): 0.453, atom 6 (F): 0.087



(3)
The following is a quantum chemistry calculation of 8 unconnected molecules or ions with the total composition C38H40N8 at a distorted geometry, from OMol25.

XYZ file:
```
86
C38H40N8, DFT the ωB97M-V functional and the def2-TZVPD basis
N 4.6554 -3.2406 -5.3251
N -0.4500 2.5368 -6.4822
N -7.0873 -2.5291 2.9865
N 9.4278 1.8491 -1.8507
N -7.3506 5.1828 4.9303
N -1.3946 -8.8288 -2.1329
N 1.7335 4.2297 11.5630
N 1.9922 -1.2632 0.9104
C 4.9187 -3.9670 -8.0525
C 2.7816 2.5630 9.5149
C -8.3259 -2.9080 3.4163
C 1.2558 -2.2581 1.5156
C 5.1457 -2.3720 -6.2256
C 4.5576 -4.9338 -7.1454
C -6.0870 5.7977 2.4926
C 0.5323 -1.6755 2.4490
C -6.2943 4.4546 4.5261
C 5.3390 -2.6910 -7.6060
C -1.7758 -7.6271 -1.6117
C 1.0508 4.6179 -5.1833
C 0.5112 3.4795 -4.4464
C 1.9666 -0.1877 1.7939
C 8.7244 3.5600 -2.9338
C 2.9746 4.4239 11.0919
C -0.2512 2.5496 -5.1869
C -6.9822 -2.3556 1.6254
C 9.4040 2.3666 -3.0757
C -7.0477 6.6473 2.9929
C 3.5056 3.6223 10.0702
C -2.3490 -6.8441 -3.7831
C 4.4259 -4.5462 -5.7807
C -8.1175 -2.4081 0.7797
C -7.6296 6.3475 4.1880
C 1.4652 2.2810 10.0609
C -9.3625 -2.8409 1.2518
C -9.4794 -3.1139 2.5414
C 8.6654 2.6724 -0.9737
C 8.1369 3.7332 -1.6892
C -5.6986 4.6941 3.2735
C -1.5443 -9.0938 -3.4615
C -2.0106 -8.1022 -4.3516
C 0.9264 -0.3488 2.6398
C -0.0552 3.6623 -7.1440
C 1.0682 3.1279 11.1237
C -2.2310 -6.6314 -2.4122
C 0.7489 4.7478 -6.5473
H 8.5450 4.3117 -3.6882
H 4.2483 -5.9533 -7.3226
H 1.1516 5.5877 -7.0940
H -5.5574 6.0152 1.5768
H -2.5770 -5.9849 -4.3963
H 5.4390 -1.3996 -5.8585
H -4.8808 4.1599 2.8128
H 0.7243 3.4220 -3.3892
H 4.4386 3.9971 9.6758
H 1.5089 -3.2784 1.2683
H 8.6672 2.2650 0.0265
H -0.2668 -2.0977 3.0403
H 1.7040 5.3659 -4.7587
H 9.8197 0.9380 -1.6601
H -8.3588 -3.1202 4.4747
H 2.5981 -1.4017 0.1144
H -8.4987 6.9373 4.4394
H -6.0447 -2.0092 1.2160
H -2.1506 -8.4270 -5.3721
H 7.5114 4.5694 -1.4138
H -0.3537 3.7536 -8.1779
H 5.8844 -2.0472 -8.2801
H -1.5776 -7.4136 -0.5717
H 0.8303 1.4655 9.7477
H 5.1021 -4.2595 -9.0759
H -10.2495 -2.7790 0.6388
H -7.3634 7.5548 2.4997
H -7.9470 -2.3053 -0.2818
H -6.0216 3.6103 5.1419
H -2.5310 -5.6464 -2.0862
H 4.0157 -5.3005 -5.1256
H -10.3857 -3.4848 2.9970
H -0.4638 1.6481 -4.6315
H -1.1508 -10.0374 -3.8095
H 9.9390 1.8549 -3.8620
H 0.3525 0.2665 3.3168
H 2.5589 0.6919 1.5891
H 3.4971 5.3207 11.3904
H 3.2848 1.8704 8.8564
H 0.1687 2.9594 11.6972
```

The HOMO energy is -0.3016 hartree. The orbital gap comes out at 0.320 Ha. As for the molar mass: 608.79 g mol⁻¹.

Löwdin atomic charge list, values in e, 6 entries: atom 1 (N): 0.040, atom 2 (N): 0.042, atom 3 (N): 0.039, atom 4 (N): -0.011, atom 5 (N): 0.054, atom 6 (N): 0.042



Summary of energy in eV
-144500.50124; -180498.64818; -51969.47665
(order as listed above)